Entry from the OMol25 dataset: a molecular structure, C33H49FeN11O2SSeSi4Te in a non-equilibrium geometry (ωB97M-V/def2-TZVPD).

2S+1 ... 6
Total charge ... +1
HOMO level (spin up / spin down) ... -8.75 / -8.75 eV

Geometry as XYZ:
```
103
C33H49FeN11O2SSeSi4Te ωB97M-V/def2-TZVPD
Fe 0.113 0.295 1.309
N 1.931 4.039 2.757
C 2.227 2.915 2.097
N 1.111 2.323 1.730
C 0.141 3.156 2.208
N 0.598 4.213 2.836
C -1.288 2.911 1.941
C -2.302 3.690 2.483
N -3.576 3.460 2.188
C -3.831 2.479 1.328
C -2.824 1.681 0.798
N -1.554 1.890 1.123
H 2.555 4.728 3.146
H 3.230 2.577 1.893
H -2.074 4.497 3.168
H -4.866 2.311 1.059
H -3.024 0.871 0.107
Se 4.139 1.075 7.736
N 2.395 0.872 7.420
C 2.275 0.548 6.161
C 0.997 0.356 5.494
C -0.216 0.494 6.153
C -1.400 0.404 5.441
C -1.321 0.238 4.068
N -0.167 0.078 3.427
C 0.997 0.059 4.117
C 2.230 -0.203 3.414
N 2.213 -0.689 2.072
C 3.367 -0.506 1.271
C 4.534 -0.121 1.831
C 4.631 0.100 3.223
C 3.466 0.089 3.987
C 3.494 0.451 5.404
N 4.598 0.703 6.055
H -0.211 0.690 7.218
H -2.361 0.499 5.925
H -2.208 0.266 3.444
H 3.237 -0.752 0.231
H 5.399 -0.013 1.192
H 5.575 0.320 3.699
C 1.414 -3.831 0.466
O 1.811 -2.459 0.692
C 1.521 -1.964 1.866
O 0.895 -2.479 2.754
H 1.536 -3.986 -0.601
H 0.377 -3.966 0.758
H 2.070 -4.484 1.038
S -1.426 -1.707 0.357
C -2.554 -2.403 1.432
N -3.718 -2.875 0.974
C -4.736 -3.520 1.800
C -4.069 -4.129 3.021
C -3.234 -3.060 3.707
N -2.294 -2.507 2.739
H -3.881 -2.735 -0.010
H -5.231 -4.283 1.201
H -5.490 -2.788 2.101
H -3.416 -4.946 2.709
H -4.817 -4.530 3.702
H -2.669 -3.469 4.542
H -3.880 -2.265 4.094
H -1.346 -2.283 3.007
C 1.126 -1.959 -6.029
Si 1.035 -1.723 -4.168
C -0.245 -2.885 -3.426
C 2.704 -2.090 -3.388
Si 0.351 0.455 -3.639
Te 0.800 0.568 -1.177
Si -1.939 0.833 -3.965
C -2.275 2.657 -3.665
C -2.962 -0.184 -2.759
C -2.401 0.372 -5.727
Si 1.723 2.193 -4.412
C 3.506 1.634 -4.222
C 1.452 3.748 -3.399
C 1.357 2.550 -6.221
H 1.388 -2.988 -6.284
H 1.883 -1.305 -6.470
H 0.171 -1.729 -6.506
H 0.091 -3.924 -3.475
H -1.195 -2.816 -3.961
H -0.432 -2.629 -2.379
H 2.966 -3.142 -3.535
H 2.667 -1.885 -2.316
H 3.498 -1.481 -3.822
H -1.991 2.938 -2.648
H -3.335 2.888 -3.803
H -1.704 3.283 -4.354
H -2.488 -0.205 -1.777
H -3.054 -1.218 -3.098
H -3.967 0.237 -2.664
H -1.759 0.874 -6.454
H -3.434 0.653 -5.948
H -2.306 -0.705 -5.887
H 3.685 1.270 -3.207
H 4.196 2.458 -4.419
H 3.741 0.825 -4.917
H 1.520 3.530 -2.332
H 0.470 4.186 -3.592
H 2.210 4.494 -3.654
H 1.423 1.650 -6.835
H 2.074 3.275 -6.616
H 0.357 2.970 -6.348
```

=====

Entry from the OMol25 dataset: 2 unconnected molecules or ions with the total composition C20H25O8S2 in a non-equilibrium geometry (ωB97M-V/def2-TZVPD).

ΔE to the lowest compared entry with this formula, charge and spin ... 4.0 kcal per mole
Total charge ... -1
HOMO level ... -3.13 eV

Geometry as XYZ:
```
55
C20H25O8S2 ωB97M-V/def2-TZVPD
C -3.860 -0.304 1.532
C -2.763 0.708 1.695
O -1.587 0.052 2.192
C -0.573 0.957 2.261
C 0.718 0.297 2.448
C 1.926 1.092 2.194
O 2.075 2.298 2.142
C 3.077 0.086 1.881
C 2.499 -1.305 2.135
C 0.963 -1.120 2.088
O -0.773 2.151 2.113
H -4.804 0.234 1.425
H -3.691 -0.877 0.613
H -3.937 -0.991 2.382
H -2.501 1.161 0.727
H -3.048 1.513 2.384
H 3.345 0.173 0.812
H 3.972 0.330 2.468
H 2.825 -2.015 1.365
H 2.822 -1.682 3.112
H 0.416 -1.826 2.727
H 0.671 -1.311 1.032
C -6.521 -2.200 7.248
O -5.832 -2.437 5.999
C -4.506 -2.158 5.889
C -3.671 -1.765 6.962
C -2.320 -1.557 6.748
C -1.716 -1.797 5.485
C -0.275 -1.752 5.336
C 0.542 -2.272 6.299
S 2.321 -2.266 6.240
O 2.739 -3.480 5.570
O 2.771 -0.975 5.758
C 2.767 -2.364 7.981
C 2.501 -3.709 8.625
C 1.306 -4.458 8.076
S -0.058 -3.405 7.559
O -0.403 -2.636 8.747
O -1.023 -4.282 6.939
C -2.589 -2.029 4.398
C -3.932 -2.280 4.600
H -7.567 -2.395 7.009
H -6.187 -2.894 8.030
H -6.406 -1.163 7.594
H -4.088 -1.633 7.961
H -1.729 -1.140 7.570
H 0.177 -1.311 4.457
H 3.842 -2.144 7.961
H 2.261 -1.543 8.501
H 3.396 -4.332 8.517
H 2.343 -3.573 9.701
H 1.558 -5.140 7.260
H 0.817 -5.043 8.865
H -2.164 -2.031 3.389
H -4.589 -2.550 3.776
```

=====

Repeat the first record exactly.
Entry from the OMol25 dataset: a molecular structure, C33H49FeN11O2SSeSi4Te in a non-equilibrium geometry (ωB97M-V/def2-TZVPD).

2S+1 ... 6
Total charge ... +1
HOMO level (spin up / spin down) ... -8.75 / -8.75 eV

Geometry as XYZ:
```
103
C33H49FeN11O2SSeSi4Te ωB97M-V/def2-TZVPD
Fe 0.113 0.295 1.309
N 1.931 4.039 2.757
C 2.227 2.915 2.097
N 1.111 2.323 1.730
C 0.141 3.156 2.208
N 0.598 4.213 2.836
C -1.288 2.911 1.941
C -2.302 3.690 2.483
N -3.576 3.460 2.188
C -3.831 2.479 1.328
C -2.824 1.681 0.798
N -1.554 1.890 1.123
H 2.555 4.728 3.146
H 3.230 2.577 1.893
H -2.074 4.497 3.168
H -4.866 2.311 1.059
H -3.024 0.871 0.107
Se 4.139 1.075 7.736
N 2.395 0.872 7.420
C 2.275 0.548 6.161
C 0.997 0.356 5.494
C -0.216 0.494 6.153
C -1.400 0.404 5.441
C -1.321 0.238 4.068
N -0.167 0.078 3.427
C 0.997 0.059 4.117
C 2.230 -0.203 3.414
N 2.213 -0.689 2.072
C 3.367 -0.506 1.271
C 4.534 -0.121 1.831
C 4.631 0.100 3.223
C 3.466 0.089 3.987
C 3.494 0.451 5.404
N 4.598 0.703 6.055
H -0.211 0.690 7.218
H -2.361 0.499 5.925
H -2.208 0.266 3.444
H 3.237 -0.752 0.231
H 5.399 -0.013 1.192
H 5.575 0.320 3.699
C 1.414 -3.831 0.466
O 1.811 -2.459 0.692
C 1.521 -1.964 1.866
O 0.895 -2.479 2.754
H 1.536 -3.986 -0.601
H 0.377 -3.966 0.758
H 2.070 -4.484 1.038
S -1.426 -1.707 0.357
C -2.554 -2.403 1.432
N -3.718 -2.875 0.974
C -4.736 -3.520 1.800
C -4.069 -4.129 3.021
C -3.234 -3.060 3.707
N -2.294 -2.507 2.739
H -3.881 -2.735 -0.010
H -5.231 -4.283 1.201
H -5.490 -2.788 2.101
H -3.416 -4.946 2.709
H -4.817 -4.530 3.702
H -2.669 -3.469 4.542
H -3.880 -2.265 4.094
H -1.346 -2.283 3.007
C 1.126 -1.959 -6.029
Si 1.035 -1.723 -4.168
C -0.245 -2.885 -3.426
C 2.704 -2.090 -3.388
Si 0.351 0.455 -3.639
Te 0.800 0.568 -1.177
Si -1.939 0.833 -3.965
C -2.275 2.657 -3.665
C -2.962 -0.184 -2.759
C -2.401 0.372 -5.727
Si 1.723 2.193 -4.412
C 3.506 1.634 -4.222
C 1.452 3.748 -3.399
C 1.357 2.550 -6.221
H 1.388 -2.988 -6.284
H 1.883 -1.305 -6.470
H 0.171 -1.729 -6.506
H 0.091 -3.924 -3.475
H -1.195 -2.816 -3.961
H -0.432 -2.629 -2.379
H 2.966 -3.142 -3.535
H 2.667 -1.885 -2.316
H 3.498 -1.481 -3.822
H -1.991 2.938 -2.648
H -3.335 2.888 -3.803
H -1.704 3.283 -4.354
H -2.488 -0.205 -1.777
H -3.054 -1.218 -3.098
H -3.967 0.237 -2.664
H -1.759 0.874 -6.454
H -3.434 0.653 -5.948
H -2.306 -0.705 -5.887
H 3.685 1.270 -3.207
H 4.196 2.458 -4.419
H 3.741 0.825 -4.917
H 1.520 3.530 -2.332
H 0.470 4.186 -3.592
H 2.210 4.494 -3.654
H 1.423 1.650 -6.835
H 2.074 3.275 -6.616
H 0.357 2.970 -6.348
```

=====

What is the total charge in the second record?
-1

=====

Repeat the first record exactly.
Entry from the OMol25 dataset: a molecular structure, C33H49FeN11O2SSeSi4Te in a non-equilibrium geometry (ωB97M-V/def2-TZVPD).

2S+1 ... 6
Total charge ... +1
HOMO level (spin up / spin down) ... -8.75 / -8.75 eV

Geometry as XYZ:
```
103
C33H49FeN11O2SSeSi4Te ωB97M-V/def2-TZVPD
Fe 0.113 0.295 1.309
N 1.931 4.039 2.757
C 2.227 2.915 2.097
N 1.111 2.323 1.730
C 0.141 3.156 2.208
N 0.598 4.213 2.836
C -1.288 2.911 1.941
C -2.302 3.690 2.483
N -3.576 3.460 2.188
C -3.831 2.479 1.328
C -2.824 1.681 0.798
N -1.554 1.890 1.123
H 2.555 4.728 3.146
H 3.230 2.577 1.893
H -2.074 4.497 3.168
H -4.866 2.311 1.059
H -3.024 0.871 0.107
Se 4.139 1.075 7.736
N 2.395 0.872 7.420
C 2.275 0.548 6.161
C 0.997 0.356 5.494
C -0.216 0.494 6.153
C -1.400 0.404 5.441
C -1.321 0.238 4.068
N -0.167 0.078 3.427
C 0.997 0.059 4.117
C 2.230 -0.203 3.414
N 2.213 -0.689 2.072
C 3.367 -0.506 1.271
C 4.534 -0.121 1.831
C 4.631 0.100 3.223
C 3.466 0.089 3.987
C 3.494 0.451 5.404
N 4.598 0.703 6.055
H -0.211 0.690 7.218
H -2.361 0.499 5.925
H -2.208 0.266 3.444
H 3.237 -0.752 0.231
H 5.399 -0.013 1.192
H 5.575 0.320 3.699
C 1.414 -3.831 0.466
O 1.811 -2.459 0.692
C 1.521 -1.964 1.866
O 0.895 -2.479 2.754
H 1.536 -3.986 -0.601
H 0.377 -3.966 0.758
H 2.070 -4.484 1.038
S -1.426 -1.707 0.357
C -2.554 -2.403 1.432
N -3.718 -2.875 0.974
C -4.736 -3.520 1.800
C -4.069 -4.129 3.021
C -3.234 -3.060 3.707
N -2.294 -2.507 2.739
H -3.881 -2.735 -0.010
H -5.231 -4.283 1.201
H -5.490 -2.788 2.101
H -3.416 -4.946 2.709
H -4.817 -4.530 3.702
H -2.669 -3.469 4.542
H -3.880 -2.265 4.094
H -1.346 -2.283 3.007
C 1.126 -1.959 -6.029
Si 1.035 -1.723 -4.168
C -0.245 -2.885 -3.426
C 2.704 -2.090 -3.388
Si 0.351 0.455 -3.639
Te 0.800 0.568 -1.177
Si -1.939 0.833 -3.965
C -2.275 2.657 -3.665
C -2.962 -0.184 -2.759
C -2.401 0.372 -5.727
Si 1.723 2.193 -4.412
C 3.506 1.634 -4.222
C 1.452 3.748 -3.399
C 1.357 2.550 -6.221
H 1.388 -2.988 -6.284
H 1.883 -1.305 -6.470
H 0.171 -1.729 -6.506
H 0.091 -3.924 -3.475
H -1.195 -2.816 -3.961
H -0.432 -2.629 -2.379
H 2.966 -3.142 -3.535
H 2.667 -1.885 -2.316
H 3.498 -1.481 -3.822
H -1.991 2.938 -2.648
H -3.335 2.888 -3.803
H -1.704 3.283 -4.354
H -2.488 -0.205 -1.777
H -3.054 -1.218 -3.098
H -3.967 0.237 -2.664
H -1.759 0.874 -6.454
H -3.434 0.653 -5.948
H -2.306 -0.705 -5.887
H 3.685 1.270 -3.207
H 4.196 2.458 -4.419
H 3.741 0.825 -4.917
H 1.520 3.530 -2.332
H 0.470 4.186 -3.592
H 2.210 4.494 -3.654
H 1.423 1.650 -6.835
H 2.074 3.275 -6.616
H 0.357 2.970 -6.348
```

=====

Which formula does entry 2 have?
C20H25O8S2